ORCA calculation (wB97M-V/def2-TZVPD) on C40H46FGaN6O5 as an isolated structure.

Structure (ORCA input):
```
! wB97M-V def2-TZVPD RIJCOSX def2/J DEFGRID3
* xyz 0 1
Ga 0.40 0.76 -0.59
C 1.35 -1.31 5.49
C 0.36 -1.37 4.33
C -0.66 -0.25 4.39
C -1.61 -0.30 5.41
C -2.53 0.71 5.58
C -2.49 1.81 4.73
C -1.57 1.89 3.70
C -1.52 3.12 2.84
C -0.37 4.05 3.22
C -0.67 0.83 3.50
N 0.20 0.83 2.37
C 1.45 0.95 2.60
C 2.46 0.75 1.60
C 3.84 0.80 1.79
C 4.42 0.46 0.56
C 3.37 0.22 -0.32
N 2.18 0.38 0.30
H 2.03 -2.16 5.47
H 0.83 -1.32 6.45
H 1.94 -0.40 5.45
H -0.17 -2.33 4.36
H 0.91 -1.34 3.39
H -1.61 -1.15 6.08
H -3.27 0.65 6.36
H -3.19 2.62 4.87
H -2.47 3.66 2.95
H -1.43 2.82 1.81
H -0.41 4.34 4.27
H -0.40 4.96 2.62
H 0.60 3.57 3.04
H 1.82 1.16 3.61
H 4.34 1.05 2.71
H 5.47 0.41 0.33
H 3.42 -0.03 -1.36
C 0.44 2.76 -0.71
C 0.15 3.41 -2.01
C -1.15 3.72 -2.42
C -1.40 4.35 -3.62
C -0.34 4.70 -4.46
C 0.96 4.39 -4.07
C 1.20 3.76 -2.87
C -0.59 5.37 -5.70
N -0.80 5.91 -6.69
H -0.17 3.18 0.09
H 1.49 2.94 -0.44
H -1.99 3.46 -1.79
H -2.41 4.58 -3.92
H 1.79 4.65 -4.72
H 2.21 3.52 -2.58
F -1.16 -4.32 -3.90
C 0.04 -3.75 -4.05
C 0.16 -2.43 -4.27
N 1.38 -1.82 -4.42
C 1.41 -0.37 -4.65
C 0.71 0.35 -3.49
O -0.33 0.94 -3.70
O 1.27 0.18 -2.35
C 2.56 -2.52 -4.34
O 3.66 -2.03 -4.44
N 2.39 -3.88 -4.13
C 1.21 -4.61 -3.97
O 1.22 -5.80 -3.77
H -0.70 -1.79 -4.33
H 0.90 -0.15 -5.58
H 2.45 -0.08 -4.70
H 3.25 -4.42 -4.13
C -3.75 -0.13 1.62
C -3.81 1.18 0.87
O -2.52 1.43 0.32
H -4.72 -0.36 2.05
H -3.02 -0.06 2.44
H -3.45 -0.94 0.95
H -4.10 2.00 1.54
H -4.56 1.11 0.06
H -2.59 2.16 -0.31
C 1.75 -2.69 -0.97
N 1.48 -2.98 0.46
C 1.26 -4.44 0.64
C 0.34 -2.15 1.03
C -0.78 -1.99 0.06
C -1.72 -3.01 -0.09
C -2.72 -2.91 -1.04
C -2.78 -1.78 -1.84
C -1.86 -0.75 -1.66
C -0.84 -0.83 -0.71
H 2.74 -3.07 -1.22
H 1.70 -1.62 -1.16
H 0.99 -3.20 -1.56
H 2.31 -2.71 0.99
H 0.38 -4.72 0.08
H 1.12 -4.65 1.70
H 2.13 -4.98 0.26
H 0.77 -1.18 1.25
H 0.05 -2.64 1.96
H -1.69 -3.88 0.56
H -3.44 -3.71 -1.16
H -3.55 -1.69 -2.59
H -1.94 0.13 -2.29
*
```

Summary:
* frontier orbital gap: 0.2905 Ha
* energy relative to the best compared isomer or geometry (same formula, charge and spin): 0.000 eV
* total energy: -116500.405 eV